80
Properties=species:S:1:pos:R:3:mulliken_charge:R:1 method="wB97M-V/def2-TZVPD" e_above_lowest_kj_mol=636.5 fmax_ev_per_a=5.97 total_charge=-1
C -2.75 2.98 2.07 0.74
H -0.95 0.35 4.44 0.39
H 0.11 5.55 0.16 0.37
C 2.42 -1.07 2.24 -1.00
H -3.06 -1.22 2.05 0.33
H -0.78 1.85 -2.60 -0.01
H 0.28 3.23 -0.97 0.31
N 2.46 1.41 -0.07 -0.64
C 4.33 -5.64 1.53 -1.49
C -0.71 5.15 -0.45 -0.40
C -2.22 -0.58 -1.96 0.39
H 0.94 -1.86 -2.60 -0.17
H -2.58 2.59 0.04 -0.33
C 3.90 -1.71 0.25 -0.12
C 4.24 -2.64 -0.74 1.03
N 3.62 -0.43 -0.15 0.25
C -0.99 -1.94 -0.56 1.17
C 4.36 -3.96 -0.30 -1.14
H -2.06 6.87 -0.11 0.37
H -2.52 1.76 -2.78 0.24
C -2.67 0.06 -3.13 -1.67
H -4.99 -0.43 -0.81 0.34
H 5.04 0.26 -1.74 0.65
H 2.74 -0.01 2.18 0.46
H 4.84 -3.05 -2.76 0.40
C -1.72 2.46 -2.62 -0.18
H -3.84 5.99 -1.69 0.44
H -3.47 -2.76 1.30 0.32
C 4.09 0.35 -1.21 -0.06
C -2.65 -2.03 1.44 -1.77
H 3.56 -5.98 2.22 0.38
H 2.47 -1.32 3.31 0.59
H 0.02 -3.08 0.94 0.30
H 2.99 -3.69 2.85 0.30
H -2.31 2.55 4.17 0.46
H 3.33 -2.10 -2.66 0.03
C 3.35 -3.39 1.86 -0.98
H 0.45 0.53 3.37 0.20
C -0.11 -3.07 -0.15 -1.39
C -0.99 -1.34 -1.84 -0.26
C -3.64 4.15 1.99 -1.13
H 4.90 -1.35 -2.38 0.26
C 3.16 1.33 -1.36 -1.08
H 3.05 1.96 -2.26 0.33
N -1.37 1.37 1.25 0.51
C -1.75 3.59 -1.85 0.29
C 3.25 -2.06 1.46 1.04
C -0.63 3.88 -1.01 -0.24
N -2.30 2.34 0.97 0.94
C 4.32 -2.26 -2.19 -1.20
C 3.99 -4.30 1.01 1.10
C -4.13 0.10 -0.36 -1.54
C -0.62 0.30 3.39 -1.10
N -2.76 4.43 -2.32 -0.72
H -3.84 4.51 3.00 0.39
H -4.61 3.91 1.53 0.23
H 0.88 -2.96 -0.61 0.05
C -2.18 2.31 3.13 -1.39
H 5.28 -5.60 2.07 0.28
H -3.19 4.98 1.42 0.08
C 2.41 0.11 0.26 -0.25
H -3.74 0.26 -3.29 0.41
H -0.79 -0.73 3.05 0.06
H -1.98 0.12 -3.97 0.24
H 4.78 -4.71 -0.97 0.32
H -4.31 0.15 0.72 0.33
C -2.89 5.50 -1.53 -0.16
Sc -0.05 0.58 -0.45 0.25
C -0.06 -1.60 -2.97 -0.96
H -0.48 -4.08 -0.44 0.29
C -2.85 -0.58 -0.66 0.52
C -1.39 1.29 2.62 0.26
H 4.43 -6.33 0.70 0.38
H 1.33 -1.12 2.02 -0.27
H -0.39 -2.44 -3.62 0.27
C -1.88 5.92 -0.61 -0.76
H 0.04 -0.72 -3.62 0.35
C -2.15 -1.48 0.15 1.06
H -1.86 -2.52 2.01 0.39
H -4.17 1.12 -0.75 0.30